No. 1
Density functional theory data (ωB97M-V/def2-TZVPD) for a cluster of 2 separate species, C2H3BrN2O in total at a distorted geometry.

Geometry as XYZ:
```
9
Properties=species:S:1:pos:R:3:lowdin_charge:R:1
C 1.22077 -0.25679 -0.08856 -0.462
C 0.54239 0.35832 1.04910 -0.579
N -1.71676 -0.30045 -1.04895 -0.019
N -0.79269 -0.99323 -0.91980 0.046
O 2.05428 -1.15094 0.07381 0.020
Br -0.59146 1.73260 0.79417 0.797
H 0.95372 0.11684 -1.08210 0.084
H 0.68153 0.05950 2.10560 0.070
H -2.35177 0.43415 -0.88327 0.043
```

Output
- Gap between HOMO and LUMO (alpha / beta): 7.419 / 8.388 eV
- Energy relative to the best compared isomer or geometry (same formula, charge and spin): 18.73 kcal/mol
- Multiplicity: 3
- E_tot: -77187.4076 eV
- Lowest unoccupied orbital energy (alpha / beta): 0.380 / -1.552 eV
- Molecular weight: 151.0 g/mol
- Max |F|: 0.0662 hartree/bohr

=====

No. 2
Density functional theory data (ωB97M-V/def2-TZVPD) for an isolated molecule of C2H3BrN2S at a distorted geometry.

Geometry as XYZ:
```
9
Properties=species:S:1:pos:R:3:lowdin_charge:R:1
C 0.59004 -1.31774 -0.13045 0.080
C 1.26596 -0.42575 0.49434 -0.556
N -0.45394 1.28206 -0.62744 -0.477
N -1.10844 0.22010 -0.91180 -0.442
S 0.95036 1.29202 0.51642 0.876
Br -2.65168 -0.27535 0.27409 0.330
H 0.28883 -2.27675 -0.44911 0.053
H 2.12469 -0.58501 1.14084 0.068
H -1.00582 2.08642 -0.30688 0.067
```

Output
- Gap between HOMO and LUMO (alpha / beta): 7.542 / 6.717 eV
- Energy relative to the best compared isomer or geometry (same formula, charge and spin): 131.35 kcal/mol
- E_tot: -85974.2933 eV
- Lowest unoccupied orbital energy (alpha / beta): -0.722 / -1.385 eV
- Molecular weight: 167.0 g/mol
- Max |F|: 0.0576 hartree/bohr

=====

No. 3
Density functional theory data (ωB97M-V/def2-TZVPD) for a cluster of 2 separate species, C2H3BrN2S in total at a distorted geometry.

Geometry as XYZ:
```
9
Properties=species:S:1:pos:R:3:lowdin_charge:R:1
C -0.50450 -1.42660 -0.64585 -0.480
C 0.76517 0.41086 -0.45859 -0.926
N 0.67344 -0.95930 -0.71325 -0.078
N -0.65949 0.90629 -0.48393 -0.370
S -1.80449 -0.30980 -0.35602 0.932
Br 1.99766 1.43098 -1.44113 0.696
H -0.53176 -2.48073 -0.63756 0.071
H 1.37314 0.14772 1.50032 0.122
H -0.96695 1.76812 -0.19517 0.033
```

Output
- Gap between HOMO and LUMO (alpha / beta): 7.389 / 8.084 eV
- Energy relative to the best compared isomer or geometry (same formula, charge and spin): 95.61 kcal/mol
- E_tot: -85975.8429 eV
- Lowest unoccupied orbital energy (alpha / beta): -0.207 / -0.405 eV
- Molecular weight: 167.0 g/mol
- Max |F|: 0.0741 hartree/bohr

=====

No. 4
Density functional theory data (ωB97M-V/def2-TZVPD) for a cluster of 3 separate species, C2H3BrN5 in total at a distorted geometry.

Geometry as XYZ:
```
11
Properties=species:S:1:pos:R:3:lowdin_charge:R:1
C -2.02646 -0.08073 -1.19320 -0.382
C 1.05482 -0.69465 1.03866 -0.085
N -2.70358 1.05486 -1.03286 -0.109
N -1.48793 -0.48010 -0.05461 -0.119
N -2.72141 1.31201 0.27741 -0.152
N -1.99170 0.40117 0.83614 -0.186
N 2.11043 -0.60902 0.64515 0.042
Br 5.29265 0.65579 -0.16802 0.226
H -1.70142 -0.69468 -2.08978 0.082
H 0.10806 -0.84321 1.50982 0.020
H 4.06654 -0.02145 0.23131 -0.336
```

Output
- Gap between HOMO and LUMO: 8.683 eV
- Energy relative to the best compared isomer or geometry (same formula, charge and spin): 0.00 kcal/mol
- Charge: -1
- E_tot: -79615.4869 eV
- Lowest unoccupied orbital energy: 3.250 eV
- Molecular weight: 177.0 g/mol
- Max |F|: 0.0432 hartree/bohr

=====

No. 5
Density functional theory data (ωB97M-V/def2-TZVPD) for a structure of composition C2H3BrNO at a distorted geometry.

Geometry as XYZ:
```
8
Properties=species:S:1:pos:R:3:lowdin_charge:R:1
C 0.71725 -0.40194 -0.18505 -0.357
C 0.27198 0.75762 0.64060 -0.330
N 0.78001 -0.11179 1.39913 0.105
O -0.13986 -1.17614 -1.04666 -0.152
Br -2.51198 0.31387 0.09783 -0.232
H -0.92198 -0.69210 -0.65837 -0.175
H 1.69371 -0.43728 -0.57460 0.082
H 0.11086 1.74775 0.32714 0.059
```

Output
- Gap between HOMO and LUMO: 8.627 eV
- Energy relative to the best compared isomer or geometry (same formula, charge and spin): 0.00 kcal/mol
- Charge: -1
- E_tot: -75702.0950 eV
- Lowest unoccupied orbital energy: 4.307 eV
- Molecular weight: 137.0 g/mol
- Max |F|: 0.0798 hartree/bohr

=====

No. 6
Density functional theory data (ωB97M-V/def2-TZVPD) for a cluster of 2 separate species, C2H3BrNO in total at a distorted geometry.

Geometry as XYZ:
```
8
Properties=species:S:1:pos:R:3:lowdin_charge:R:1
C -0.04830 0.11507 -0.48509 -0.158
C 0.55347 0.66890 0.77526 -0.151
N -0.23671 1.39788 0.10282 -0.278
O -0.67789 2.57265 -0.15832 -0.126
Br 3.08012 0.01082 -0.19647 -0.376
H 0.45816 -0.04480 -1.36708 0.017
H -0.82445 -0.78164 -0.33744 0.115
H 1.47450 0.72188 1.29660 -0.044
```

Output
- Gap between HOMO and LUMO: 8.183 eV
- Energy relative to the best compared isomer or geometry (same formula, charge and spin): 42.41 kcal/mol
- Charge: -1
- E_tot: -75700.2561 eV
- Lowest unoccupied orbital energy: 4.209 eV
- Molecular weight: 137.0 g/mol
- Max |F|: 0.0990 hartree/bohr